No. 1
{"formula": "C18H14FN3S", "method": "ωB97M-V with the def2-TZVPD basis set", "species": ["N", "C", "C", "C", "C", "F", "C", "C", "C", "C", "C", "C", "N", "C", "S", "N", "C", "C", "C", "C", "C", "C", "C", "H", "H", "H", "H", "H", "H", "H", "H", "H", "H", "H", "H", "H", "H"], "positions_angstrom": [[-2.329, -5.296, 0.155], [-2.545, -4.299, -0.377], [-2.803, -3.041, -1.014], [-3.657, -2.912, -2.073], [-3.867, -1.661, -2.665], [-4.736, -1.532, -3.698], [-3.172, -0.556, -2.264], [-2.282, -0.639, -1.192], [-1.503, 0.528, -0.714], [-2.010, 1.841, -0.819], [-1.260, 2.925, -0.426], [0.024, 2.741, 0.067], [0.981, 3.596, 0.565], [2.094, 2.853, 0.878], [3.548, 3.642, 0.809], [1.778, 1.493, 0.825], [2.806, 0.445, 0.840], [3.893, 0.516, 1.923], [3.535, -0.869, 2.434], [2.402, -0.928, 1.396], [0.510, 1.452, 0.249], [-0.254, 0.319, -0.151], [-2.131, -1.894, -0.574], [-4.225, -3.764, -2.456], [-3.271, 0.379, -2.792], [-3.006, 1.980, -1.240], [-1.659, 3.945, -0.435], [1.086, 4.535, 0.232], [3.208, 0.274, -0.186], [3.708, 1.260, 2.696], [4.898, 0.629, 1.504], [4.308, -1.631, 2.263], [3.245, -0.939, 3.500], [2.450, -1.759, 0.713], [1.417, -0.943, 1.896], [0.186, -0.662, -0.066], [-1.371, -2.026, 0.197]], "forces_ev_per_a": [[-0.048, 0.267, -0.171], [-0.032, -0.361, 0.173], [0.697, 1.113, 0.253], [-1.743, -0.247, -1.395], [0.067, -0.708, -0.002], [0.360, -0.305, 0.459], [0.352, 0.642, 0.290], [-0.143, -1.066, 0.391], [-0.112, 0.202, -0.068], [-0.099, -0.661, -0.326], [-0.020, 1.191, 0.265], [-0.632, -1.051, 0.352], [-0.670, -0.956, 0.061], [0.986, 0.448, -1.200], [0.628, -0.464, 0.693], [0.242, 1.838, 0.116], [-0.100, -0.464, -0.926], [0.494, 0.830, 0.223], [0.423, -1.130, 0.224], [-1.353, -0.179, 1.310], [-1.069, -2.193, -0.579], [1.077, 1.368, 0.381], [0.800, 0.192, 0.103], [0.237, 0.270, 0.128], [-0.207, 0.072, -0.145], [0.246, 0.084, 0.232], [-0.002, -0.431, -0.241], [0.276, 0.228, 0.230], [-0.148, 0.706, 0.526], [0.140, 0.286, -0.331], [-0.227, 0.173, 0.291], [-0.176, 0.240, 0.068], [0.017, 0.125, -0.630], [-0.031, -0.191, -0.393], [0.278, 0.058, -0.355], [-0.059, -0.074, -0.030], [-0.449, 0.148, 0.026]], "e_homo_ev": -7.96, "total_charge": 0, "smiles": "N#Cc1cc(F)cc(-c2ccc3[nH]c(=S)n(C4CCC4)c3c2)c1"}

No. 2
{"formula": "C5H12N2O", "method": "ωB97M-V with the def2-TZVPD basis set", "species": ["C", "C", "C", "C", "N", "C", "N", "O", "H", "H", "H", "H", "H", "H", "H", "H", "H", "H", "H", "H"], "positions_angstrom": [[0.933, -0.170, -1.608], [0.700, -0.311, -0.115], [1.949, -0.532, 0.761], [2.743, 0.773, 0.895], [-0.263, 0.420, 0.496], [-1.773, 0.286, -0.363], [-2.675, 0.358, 0.821], [-1.806, -0.793, -1.008], [1.112, 0.879, -1.837], [0.043, -0.533, -2.128], [1.794, -0.786, -1.864], [-0.217, -0.989, 0.205], [1.636, -0.967, 1.707], [2.641, -1.210, 0.260], [2.740, 1.146, 1.924], [3.754, 0.657, 0.514], [2.237, 1.620, 0.418], [-1.802, 1.266, -0.867], [-2.126, 0.576, 1.644], [-3.052, -0.570, 0.938]], "forces_ev_per_a": [[-0.441, -1.198, 0.018], [1.647, 3.095, 1.000], [-0.074, -0.288, -0.894], [-0.699, 0.831, 0.652], [0.517, -1.728, -0.572], [-1.376, 0.281, 0.772], [0.854, 0.122, -0.423], [0.230, 0.032, -0.284], [0.028, -0.037, 0.044], [0.139, 0.209, -0.132], [-0.016, 0.188, -0.203], [-1.080, -0.565, 0.283], [0.130, 0.128, 0.106], [-0.382, -0.443, 0.077], [0.429, -0.440, 0.065], [-0.006, 0.240, 0.108], [0.200, -0.277, -0.505], [0.259, -0.027, -0.203], [-0.242, 0.152, 0.096], [-0.117, -0.275, -0.004]], "e_homo_ev": -8.88, "total_charge": 0}

No. 3
{"formula": "CH2ClNOP2", "method": "ωB97M-V with the def2-TZVPD basis set", "species": ["H", "N", "P", "P", "H", "C", "O", "Cl"], "positions_angstrom": [[0.332, 2.470, 0.084], [-0.588, 2.007, -0.056], [-0.503, 0.473, 0.195], [-1.805, -0.743, -0.774], [-1.920, -1.881, 0.017], [1.095, -0.700, 0.323], [1.107, -1.740, 0.865], [2.282, 0.114, -0.655]], "forces_ev_per_a": [[-0.793, -0.106, -0.266], [1.511, -0.175, 0.549], [-0.029, -1.425, -0.263], [-1.117, 0.835, -0.846], [0.793, -0.286, 0.616], [-1.896, 1.467, 0.650], [0.658, 0.044, -0.286], [0.873, -0.353, -0.154]], "e_homo_ev": [-8.64, -8.64], "total_charge": 0, "smiles": "[H]/N=P(=P\\[H])\\C(=O)Cl"}

No. 4
{"formula": "C2H3ClNOP", "method": "ωB97M-V with the def2-TZVPD basis set", "species": ["C", "C", "N", "O", "P", "Cl", "H", "H", "H"], "positions_angstrom": [[0.302, 1.149, -0.279], [0.564, -0.260, 0.137], [1.142, 2.051, -0.276], [1.848, -0.656, 0.172], [3.137, 0.111, 0.939], [4.425, -0.003, -0.569], [-0.699, 1.578, -0.467], [0.052, -0.427, 1.073], [0.113, -0.948, -0.557]], "forces_ev_per_a": [[-0.089, 1.421, 0.183], [-1.933, -0.569, -0.215], [1.084, 0.177, 0.103], [3.295, -0.005, 0.690], [-1.931, -0.046, -0.196], [0.724, -0.030, -0.629], [-0.213, -0.914, -0.100], [-0.277, 0.077, 0.638], [-0.662, -0.111, -0.472]], "e_homo_ev": [-9.66, -7.97], "total_charge": 0}

No. 5
{"formula": "C7H7FN2", "method": "ωB97M-V with the def2-TZVPD basis set", "species": ["C", "C", "F", "C", "C", "N", "H", "H", "H", "H", "C", "C", "C", "N", "H", "H", "H"], "positions_angstrom": [[2.683, 0.011, 0.298], [1.292, -0.320, -0.077], [0.936, 0.613, -1.077], [0.425, -1.235, 0.267], [-0.410, -2.171, 0.401], [-1.308, -2.987, 0.317], [3.175, -0.736, 0.896], [2.629, 1.057, 0.899], [3.151, 0.229, -0.797], [-1.291, -3.846, 0.910], [-2.046, 1.887, -1.102], [-1.687, 0.906, -0.262], [-0.947, 1.013, 0.954], [-0.530, 1.054, 2.033], [-2.223, 1.568, -2.141], [-1.914, 2.981, -1.032], [-1.934, -0.025, -0.487]], "forces_ev_per_a": [[0.061, 3.024, -1.335], [-0.003, 0.437, -0.995], [-0.007, -0.993, 0.896], [1.293, 0.543, -0.329], [-0.123, -0.128, -0.260], [-0.683, -1.461, 0.811], [0.203, -0.190, -0.042], [0.314, -2.360, -1.422], [-0.442, -0.546, 2.926], [0.146, 1.020, -0.597], [1.022, 0.097, -0.946], [0.627, 4.378, 0.373], [-1.012, 0.863, 1.813], [0.011, 0.150, -0.896], [-0.883, 0.070, 0.703], [0.196, -0.832, 0.579], [-0.721, -4.072, -1.278]], "e_homo_ev": -9.34, "total_charge": 0, "smiles": "CC(F)=C=C=N.C=CC#N"}

No. 6
{"formula": "C3H7INO", "method": "ωB97M-V with the def2-TZVPD basis set", "species": ["C", "C", "C", "N", "O", "I", "H", "H", "H", "H", "H", "H", "H"], "positions_angstrom": [[0.915, 0.334, 0.844], [0.805, 2.798, 1.499], [-1.020, -0.187, -0.799], [0.435, -0.267, -0.413], [0.670, 1.638, 0.806], [1.043, 4.436, 0.191], [1.093, -0.154, 1.739], [1.143, 2.770, 2.614], [-1.493, -1.085, -0.264], [-1.600, 0.729, -0.564], [-1.165, -0.204, -1.852], [0.981, 0.079, -1.191], [0.852, -1.221, -0.309]], "forces_ev_per_a": [[-0.644, 2.852, -1.292], [0.706, -1.369, 0.522], [-1.780, -1.635, 1.813], [1.122, -0.459, 0.844], [0.286, 1.295, 0.083], [-0.223, -0.752, 0.947], [0.005, -1.385, 1.279], [-0.593, 0.063, -2.271], [0.346, 1.480, -1.082], [1.225, -0.255, 0.821], [0.467, -0.776, -0.994], [0.339, 0.689, -0.239], [-1.256, 0.254, -0.433]], "e_homo_ev": [-11.90, -12.57], "total_charge": 1}

| no. | total energy (eV) | F_max (eV Å⁻¹) |
| --- | --- | --- |
| 1 | -36915.758 | 2.5 |
| 2 | -10402.382 | 3.6 |
| 3 | -35704.350 | 2.5 |
| 4 | -27469.112 | 3.4 |
| 5 | -13065.276 | 4.4 |
| 6 | -14851.106 | 3.2 |